i) Formula: C3H7BrNO
Source: OMol25
Level of theory: ωB97M-V with the def2-TZVPD basis set

Values from the calculation:
HOMO energy (spin up / spin down) = -11.072 / -11.072 eV
2S+1 = 1
Total charge = +1
Kohn-Sham gap (spin up / spin down) = 0.2146 / 0.2128 hartree

Structure (XYZ):
```
13
Properties=species:S:1:pos:R:3:mulliken_charge:R:1
C 2.05537 -0.06735 -0.15656 -0.436
C -2.43557 1.45668 0.56041 -0.275
C -2.17140 -0.57892 -0.61263 -0.043
N 3.07052 -0.80707 0.03255 -0.234
O -2.75423 0.50784 -0.21221 -0.182
Br -0.45177 -1.00896 0.07397 -0.174
H 1.52421 0.46225 0.60130 0.442
H 1.81912 0.09738 -1.23478 0.348
H -1.53331 1.51491 1.15258 0.179
H -3.06323 2.33041 0.65820 0.278
H -2.73191 -1.24780 -1.31265 0.427
H 3.15790 -1.09762 1.03014 0.330
H 3.51432 -1.56175 -0.58032 0.339
```


ii) Formula: C3H7BrNO
Source: OMol25
Level of theory: ωB97M-V with the def2-TZVPD basis set

Values from the calculation:
HOMO energy = -15.165 eV
2S+1 = 1
Total charge = +1
Kohn-Sham gap = 0.3671 hartree

Structure (XYZ):
```
13
Properties=species:S:1:pos:R:3:mulliken_charge:R:1
C -0.53597 0.50212 -0.38112 -0.477
C -0.14342 -0.96303 -0.26246 -0.093
C 1.51080 1.46941 0.36838 -0.198
N -0.78074 -1.68728 0.69564 -0.303
O 0.26230 1.31968 0.54071 -0.258
Br 2.22184 -0.54667 0.02196 -0.043
H -0.21150 0.70149 -1.46368 0.309
H -1.65627 0.67996 -0.18267 0.342
H -0.14602 -1.57871 -1.18669 0.500
H 1.97709 2.05887 -0.42715 0.336
H 1.86410 1.82236 1.25847 0.384
H -0.59396 -2.61930 0.68167 0.249
H -0.87824 -1.21552 1.58045 0.253
```


Q: Which of them is the least stable? A: i).


i) Formula: C4H5NO2
Source: OMol25
Level of theory: ωB97M-V with the def2-TZVPD basis set

Values from the calculation:
HOMO energy = -9.960 eV
2S+1 = 1
Total charge = 0
Kohn-Sham gap = 0.3911 hartree

Structure (XYZ):
```
12
Properties=species:S:1:pos:R:3:mulliken_charge:R:1
O -0.26817 2.44532 -1.28823 -0.473
C -0.38654 1.27472 -1.01101 -0.095
C -0.05686 0.81211 0.38568 0.185
C -0.71838 -0.36408 1.01688 -0.534
N 0.70936 -0.38651 0.71963 -0.292
C 1.10295 -1.30036 -0.27574 0.151
O 0.98817 -1.14776 -1.47027 -0.466
H -0.76893 0.53161 -1.73669 0.334
H 0.19548 1.64418 1.03997 0.329
H -1.35698 -0.97166 0.37624 0.269
H -1.00250 -0.33568 2.06488 0.231
H 1.56240 -2.20189 0.17865 0.361
```


ii) Formula: C4H5NO2
Source: OMol25
Level of theory: ωB97M-V with the def2-TZVPD basis set

Values from the calculation:
HOMO energy = -10.210 eV
2S+1 = 1
Total charge = 0
Kohn-Sham gap = 0.3712 hartree

Structure (XYZ):
```
12
Properties=species:S:1:pos:R:3:mulliken_charge:R:1
H 2.39813 0.97575 1.53724 0.281
N 1.61632 1.58195 1.26608 -0.580
C 0.91219 0.97960 0.40503 -0.031
C 1.26609 -0.40350 -0.09891 0.598
O 2.38612 -0.83408 -0.06230 -0.504
O 0.25747 -1.12436 -0.65223 -0.337
C -1.02988 -0.92537 -0.16491 -0.131
C -1.97267 -0.31933 -0.86670 -0.560
H 0.03502 1.46926 -0.01606 0.376
H -1.19087 -1.36069 0.81878 0.347
H -2.97238 -0.22897 -0.45631 0.261
H -1.76963 0.09538 -1.84926 0.280
```


iii) Formula: C4H5NO2
Source: OMol25
Level of theory: ωB97M-V with the def2-TZVPD basis set

Values from the calculation:
HOMO energy (spin up / spin down) = -8.073 / -8.551 eV
2S+1 = 1
Total charge = 0
Kohn-Sham gap (spin up / spin down) = 0.2756 / 0.2887 hartree

Structure (XYZ):
```
12
Properties=species:S:1:pos:R:3:mulliken_charge:R:1
O -1.89360 -1.48497 -0.57232 -0.424
C -1.98165 -0.46740 0.06287 -0.003
C -0.78376 0.27193 0.65432 0.523
O -0.93067 1.06939 1.54876 -0.512
N 0.48409 -0.05557 0.12112 0.078
C 1.63416 0.27112 0.71215 -0.559
C 0.65952 -0.10668 -1.24911 -0.719
H -2.94507 -0.02077 0.37478 0.348
H 2.50612 -0.30134 0.43240 0.336
H 1.66300 1.07040 1.44392 0.293
H 1.21386 0.71327 -1.68209 0.342
H 0.36514 -0.97424 -1.82409 0.297
```


Q: Which of them is the least stable? A: iii).


i) Formula: C6H14N2
Source: OMol25
Level of theory: ωB97M-V with the def2-TZVPD basis set

Values from the calculation:
HOMO energy (spin up / spin down) = -7.479 / -6.683 eV
2S+1 = 1
Total charge = 0
Kohn-Sham gap (spin up / spin down) = 0.2972 / 0.2376 hartree

Structure (XYZ):
```
22
Properties=species:S:1:pos:R:3:mulliken_charge:R:1
C -1.85376 0.27120 -0.14567 0.423
C -1.23286 1.57719 0.14516 -1.090
C -2.53768 -0.55600 0.86206 -1.071
C 1.99440 0.33118 1.09649 -1.249
C 2.19604 -0.47422 -1.35641 -1.569
N -0.48147 -1.57095 -0.85636 -0.914
C 1.37408 -0.33525 -0.09927 0.970
N 0.17200 -0.79985 0.00542 0.095
H 0.18843 -1.95969 -1.54555 0.192
H -2.16105 0.11178 -1.16966 0.274
H -0.32158 1.71005 -0.44783 0.290
H -1.92047 2.38187 -0.15124 0.375
H -2.22371 -0.31770 1.87762 0.275
H -2.32443 -1.60846 0.64394 0.349
H -3.62563 -0.42689 0.77427 0.334
H -0.97818 1.68770 1.19836 0.247
H 2.87451 -0.22183 1.44665 0.349
H 1.28012 0.37782 1.91893 0.320
H 2.33470 1.34817 0.86981 0.285
H 2.68182 -1.45486 -1.43555 0.331
H 1.57804 -0.34935 -2.25163 0.427
H 2.98669 0.27809 -1.37954 0.359
```


ii) Formula: C6H14N2
Source: OMol25
Level of theory: ωB97M-V with the def2-TZVPD basis set

Values from the calculation:
HOMO energy = -8.954 eV
2S+1 = 1
Total charge = 0
Kohn-Sham gap = 0.3674 hartree

Structure (XYZ):
```
22
Properties=species:S:1:pos:R:3:mulliken_charge:R:1
C -0.64751 2.19220 -2.13849 -0.662
C -1.11110 1.19554 -1.40460 -0.632
C -0.22226 -0.12166 -0.87800 0.825
N 1.09358 -0.04294 -1.44520 -0.555
N -0.88113 -1.33707 -1.22024 -0.577
C -0.30293 0.14215 0.61265 -0.822
C 0.60444 -0.94500 1.42288 -0.395
C 0.61847 -0.59092 2.90175 -1.285
H 0.40507 2.26692 -2.37478 0.204
H -1.28635 2.94010 -2.58586 0.292
H -2.16726 1.14939 -1.16518 0.333
H 1.56595 0.81176 -1.17772 0.207
H 1.62817 -0.89594 -1.33994 0.265
H -1.41167 -1.34317 -2.08037 0.214
H -0.30361 -2.16070 -1.10859 0.233
H 0.08658 1.12942 0.85740 0.369
H -1.32374 0.01245 0.96212 0.410
H 0.16949 -1.93742 1.28540 0.259
H 1.62843 -0.96859 1.04196 0.284
H 1.19614 -1.31487 3.47637 0.381
H 1.05598 0.39504 3.05730 0.330
H -0.39472 -0.57669 3.30115 0.323
```


Q: Which of them is the least stable? A: i).


i) Formula: C6H14N2
Source: OMol25
Level of theory: ωB97M-V with the def2-TZVPD basis set

Values from the calculation:
HOMO energy = -7.190 eV
2S+1 = 1
Total charge = 0
Kohn-Sham gap = 0.3016 hartree

Structure (XYZ):
```
22
Properties=species:S:1:pos:R:3:mulliken_charge:R:1
C -2.06634 0.34973 -0.08818 -1.380
C -0.86281 -0.09839 -0.86621 0.138
C -0.61304 -1.58177 -0.91328 -0.908
C 0.58330 -1.04559 -0.19477 0.877
C 0.66954 -0.93181 1.25276 -1.178
N 1.80663 -0.97986 -0.88717 -0.612
H -2.98868 -0.03472 -0.53564 0.384
H -2.01980 0.01083 0.94583 0.232
H -2.15245 1.43498 -0.07061 0.353
H -0.73200 0.39995 -1.81820 0.358
H -1.26377 -2.20414 -0.30364 0.274
H -0.41098 -2.00966 -1.89217 0.301
H -0.24001 -1.21068 1.77176 0.313
H 1.51743 -1.47029 1.67357 0.450
H 0.80471 0.23695 1.47611 -0.003
H 1.71796 -0.99189 -1.89172 0.248
H 2.41150 -0.22345 -0.59576 0.259
C 0.71179 1.99493 1.00544 -0.639
N 0.32365 2.00250 -0.23882 -0.434
H 1.74454 2.18863 1.30927 0.378
H -0.04377 2.20814 1.75751 0.365
H 1.10260 1.95561 -0.89606 0.225
```


ii) Formula: C6H14N2
Source: OMol25
Level of theory: ωB97M-V with the def2-TZVPD basis set

Values from the calculation:
HOMO energy = -8.382 eV
2S+1 = 1
Total charge = 0
Kohn-Sham gap = 0.3450 hartree

Structure (XYZ):
```
22
Properties=species:S:1:pos:R:3:mulliken_charge:R:1
C 1.02140 -1.60797 0.59615 -0.294
C -1.73377 -0.12401 0.32597 -1.424
C -0.47376 1.77629 -0.96633 -1.441
C -0.87044 -0.37446 -2.06709 -1.746
C 1.95822 0.10647 2.14330 -0.869
C -0.76888 0.35675 -0.70129 1.674
N 0.83976 -0.49792 1.48617 -0.309
N 0.90060 -0.29639 0.02178 -0.573
H 2.08930 -1.91655 0.46400 0.280
H 0.20486 -2.24893 0.48514 0.352
H -1.08053 -0.44684 1.17077 0.397
H -2.48685 0.55894 0.70632 0.387
H -2.23091 -0.91192 -0.17932 0.345
H -0.67487 1.97249 -2.06420 0.323
H 0.50358 2.12167 -0.78126 0.372
H -1.12514 2.41220 -0.38725 0.314
H -0.16022 -0.16624 -2.84741 0.407
H -0.79686 -1.39580 -1.69336 0.434
H -1.81323 -0.05021 -2.47966 0.429
H 2.05274 -0.41402 3.09706 0.291
H 2.84143 0.01127 1.45658 0.328
H 1.80357 1.13518 2.21394 0.324
```


Q: Which of them is the least stable? A: ii).


i) Formula: C6H14N2
Source: OMol25
Level of theory: ωB97M-V with the def2-TZVPD basis set

Values from the calculation:
HOMO energy = -7.896 eV
2S+1 = 1
Total charge = 0
Kohn-Sham gap = 0.3239 hartree

Structure (XYZ):
```
22
Properties=species:S:1:pos:R:3:mulliken_charge:R:1
C -1.83242 -0.55950 2.03208 -0.683
C -1.87938 -0.36188 0.56814 -0.736
C 0.14828 -1.27582 -0.21711 -0.677
C 1.61841 -1.12249 0.42453 -0.617
C 0.78404 1.63397 -0.95921 -0.010
C 1.60903 1.02970 -2.07588 -0.957
H -0.78214 -1.17000 2.33846 0.189
H -2.08885 0.67264 2.93382 0.243
H -2.91812 -1.09749 2.24145 0.257
H -2.59797 0.57510 0.45112 0.280
H -2.34637 -1.15956 -0.15032 0.463
H 0.21646 -1.58649 -1.38218 0.185
H -0.53441 -1.94284 0.44823 0.386
H 1.58025 -0.76042 1.66749 0.216
H 2.27731 -1.88066 0.12125 0.400
H 1.82547 0.00296 -0.13120 -0.099
H 1.46995 2.50188 -0.35855 0.226
H 2.50165 0.55883 -1.64732 0.444
H 1.02511 0.11488 -2.44824 0.233
H 2.06698 1.87074 -2.83835 0.294
N -0.61758 -0.12728 -0.08187 0.616
N -0.00856 1.16108 0.09887 -0.653
```


ii) Formula: C6H14N2
Source: OMol25
Level of theory: ωB97M-V with the def2-TZVPD basis set

Values from the calculation:
HOMO energy = -8.453 eV
2S+1 = 1
Total charge = 0
Kohn-Sham gap = 0.3499 hartree

Structure (XYZ):
```
22
Properties=species:S:1:pos:R:3:mulliken_charge:R:1
C -0.20696 1.12028 1.99840 -1.159
N 0.30045 0.52130 0.77404 -0.059
C 0.54347 1.51133 -0.26971 -0.772
C 0.17920 0.82622 -1.58535 -0.604
C -0.95645 -0.09341 -1.18496 -0.615
C -0.62555 -0.51326 0.25934 0.069
C 0.03106 -1.89600 0.41673 -1.007
N 1.30639 -2.05632 -0.28165 -0.668
H 0.49241 1.88680 2.32880 0.371
H -0.24271 0.38791 2.80164 0.320
H -1.18892 1.60899 1.89459 0.427
H 1.57844 1.80006 -0.32266 0.278
H -0.08360 2.39098 -0.09543 0.419
H 0.96478 0.29004 -2.11991 0.289
H -0.13196 1.56215 -2.33356 0.347
H -1.92645 0.39716 -1.16722 0.330
H -1.02996 -0.97479 -1.82514 0.308
H -1.56628 -0.61817 0.81697 0.363
H -0.66479 -2.62568 0.00470 0.434
H 0.22494 -1.98731 1.46183 0.391
H 1.22286 -2.37830 -1.23697 0.280
H 1.77961 -1.15999 -0.33445 0.258
```


Q: Which of them is the least stable? A: i).


i) Formula: C6H14N2
Source: OMol25
Level of theory: ωB97M-V with the def2-TZVPD basis set

Values from the calculation:
HOMO energy = -7.699 eV
2S+1 = 1
Total charge = 0
Kohn-Sham gap = 0.3248 hartree

Structure (XYZ):
```
22
Properties=species:S:1:pos:R:3:mulliken_charge:R:1
C -3.57010 -0.18890 1.92319 -0.889
N -2.38084 -0.72306 1.28627 -0.246
C -1.41974 0.13454 0.77042 -0.099
C -0.12411 -0.15025 0.61041 -0.364
C 0.76818 0.84489 -0.08332 -0.795
C 1.49849 0.22310 -1.33476 0.328
C 2.40495 -0.95058 -1.00884 -1.359
N 2.18841 1.30212 -2.06010 -0.682
H -4.14838 -1.02898 2.30128 0.341
H -4.17221 0.32049 1.18299 0.279
H -3.38138 0.45651 2.78989 0.287
H -2.04600 -1.60388 1.62791 0.238
H -1.84480 0.99802 0.27177 0.265
H 0.33512 -1.08435 0.89288 0.263
H 0.19007 1.61810 -0.57367 0.240
H 1.53975 1.30107 0.53963 0.379
H 0.69277 -0.15804 -1.96941 0.249
H 2.78249 -1.45484 -1.90393 0.400
H 1.85079 -1.74431 -0.50839 0.347
H 3.24621 -0.63728 -0.38690 0.277
H 2.63860 0.85257 -2.86480 0.271
H 2.95175 1.67306 -1.50251 0.270
```


ii) Formula: C6H14N2
Source: OMol25
Level of theory: ωB97M-V with the def2-TZVPD basis set

Values from the calculation:
HOMO energy = -8.464 eV
2S+1 = 1
Total charge = 0
Kohn-Sham gap = 0.3386 hartree

Structure (XYZ):
```
22
Properties=species:S:1:pos:R:3:mulliken_charge:R:1
H 0.38969 2.92513 0.22658 0.238
N 0.27515 1.95511 0.49614 -0.651
C -0.24644 1.14913 -0.29744 0.151
C -1.27483 0.08640 -0.09768 -0.494
C -1.12098 -0.61160 1.25675 -0.221
C -2.17996 -1.69280 1.45243 -1.272
H -0.03054 1.26089 -1.59155 0.129
H -2.25974 0.56286 -0.16333 0.412
H -1.20652 -0.64289 -0.90451 0.283
H -0.12283 -1.04632 1.30105 0.234
H -1.19016 0.13380 2.05084 0.300
H -2.10433 -2.45673 0.67600 0.333
H -2.05301 -2.18563 2.41674 0.359
H -3.18853 -1.27335 1.41743 0.318
C 1.14694 0.28891 -2.03970 -0.518
N 1.45104 -0.29179 -0.88336 -0.374
C 2.60217 0.19334 -0.17033 -0.826
H 1.84629 0.98348 -2.52469 0.341
H 0.56169 -0.29923 -2.74499 0.372
H 2.27835 0.89422 0.61575 0.298
H 3.09954 -0.64537 0.31996 0.251
H 3.32703 0.71243 -0.81210 0.338
```


Q: Which of them is the least stable? A: ii).